{"formula": "C19H30BN8O3", "method": "wB97M-V/def2-TZVPD", "lumo_energy_ev": 1.8, "charge": -1, "multiplicity": 1, "total_energy_ha": -1430.6155, "gap_ev": 7.206, "species": ["O", "C", "O", "B", "C", "C", "O", "H", "H", "H", "H", "H", "H", "C", "C", "N", "H", "H", "H", "C", "C", "N", "H", "H", "H", "C", "C", "N", "H", "H", "H", "C", "C", "N", "H", "H", "H", "C", "C", "N", "H", "H", "H", "C", "C", "N", "H", "H", "H", "C", "C", "N", "H", "H", "H", "C", "C", "N", "H", "H", "H"], "coordinates": [[1.29343, 2.12610, -1.29518], [1.23988, 0.97568, -1.82467], [0.71503, -0.05927, -1.31662], [1.95057, 0.81666, -3.23115], [3.18752, -0.14927, -3.38355], [4.39401, 0.63933, -3.92666], [5.65798, 0.12367, -3.49504], [1.59677, 1.43602, -4.18621], [2.94837, -0.97044, -4.06689], [3.45125, -0.59041, -2.41770], [4.31930, 1.69258, -3.63577], [4.40795, 0.59023, -5.01540], [5.76195, 0.37012, -2.57395], [0.92519, 2.42007, 1.78807], [1.60871, 2.87945, 2.99131], [2.14526, 3.26433, 3.93082], [0.13860, 3.12509, 1.52750], [1.60926, 2.33200, 0.94342], [0.47626, 1.44442, 1.96474], [-0.56533, 5.67753, -0.00531], [-1.36340, 5.23339, 1.12957], [-1.93584, 4.77829, 2.01238], [0.38789, 6.06697, 0.34717], [-0.37665, 4.83292, -0.66761], [-1.09648, 6.45417, -0.55224], [-0.49459, -1.30430, 1.55292], [0.64529, -1.36338, 2.45785], [1.53033, -1.41023, 3.18778], [-0.93993, -2.29451, 1.48012], [-1.23315, -0.60093, 1.93589], [-0.16767, -0.98218, 0.55966], [-1.27009, 2.82133, -3.23100], [-0.57106, 3.15379, -4.46089], [0.06482, 3.38804, -5.38728], [-0.55653, 2.95015, -2.41167], [-2.14497, 3.44924, -3.07946], [-1.57903, 1.77752, -3.25209], [-2.72782, 3.09260, 4.77299], [-3.32312, 1.95949, 4.07669], [-3.79209, 1.06751, 3.52782], [-2.35003, 2.77461, 5.74304], [-1.91317, 3.49374, 4.17382], [-3.47317, 3.87344, 4.90926], [-2.52050, 0.88203, -0.05273], [-3.16774, 2.08094, -0.57045], [-3.64276, 3.04094, -0.98215], [-1.61587, 0.66996, -0.62694], [-2.25067, 1.04047, 0.99005], [-3.20207, 0.03615, -0.11720], [0.20122, -5.62420, 1.87349], [-0.86620, -5.04095, 1.07075], [-1.70534, -4.58273, 0.43500], [-0.10214, -6.60267, 2.23715], [1.09811, -5.73485, 1.26732], [0.42837, -4.97974, 2.72133], [-0.25227, -9.67329, -0.17618], [0.34171, -9.31136, 1.10453], [0.81043, -9.00210, 2.10462], [-0.93428, -8.88831, -0.49841], [0.52967, -9.79409, -0.92316], [-0.80207, -10.60717, -0.07801]]}

{"formula": "C19H30MnN2O5S", "method": "wB97M-V/def2-TZVPD", "lumo_energy_ev": [-6.1, -5.7], "charge": 2, "s_squared": 1.042, "multiplicity": 2, "total_energy_ha": -2776.3163, "gap_ev": [8.240, 8.581], "species": ["Mn", "C", "C", "O", "C", "C", "O", "C", "C", "O", "C", "C", "O", "H", "H", "H", "H", "H", "H", "H", "H", "H", "H", "H", "H", "H", "H", "H", "H", "C", "C", "C", "N", "C", "S", "N", "C", "O", "C", "C", "C", "C", "C", "C", "H", "H", "H", "H", "H", "H", "H", "H", "H", "H", "H", "H", "H", "H"], "coordinates": [[0.55180, -2.04903, -0.08537], [-0.59569, -3.07933, -2.58132], [0.83231, -2.68584, -2.86116], [1.59352, -2.76945, -1.63511], [2.21845, -4.02306, -1.29277], [2.93261, -3.73194, 0.01121], [2.03317, -3.04272, 0.90950], [1.49045, -3.78757, 2.01833], [0.27439, -4.56312, 1.56148], [-0.48511, -3.62000, 0.80101], [-1.66547, -4.07844, 0.14212], [-2.12373, -2.90311, -0.69471], [-0.98653, -2.34404, -1.39519], [-0.68705, -4.14970, -2.38785], [-1.25405, -2.81185, -3.40548], [0.88921, -1.64097, -3.15798], [1.29663, -3.29466, -3.63348], [2.91924, -4.31243, -2.07406], [1.45141, -4.79372, -1.18762], [3.76363, -3.05326, -0.16355], [3.30828, -4.63890, 0.47966], [1.20398, -3.03408, 2.74683], [2.25923, -4.42524, 2.44934], [-0.30516, -4.91179, 2.41636], [0.52827, -5.42363, 0.93500], [-2.42630, -4.35015, 0.87377], [-1.42899, -4.96230, -0.45648], [-2.48472, -2.10380, -0.05431], [-2.89843, -3.17447, -1.40898], [1.18503, 4.67764, 2.13878], [2.12873, 4.03088, 1.13275], [1.40478, 3.12368, 0.14970], [0.86301, 1.94958, 0.86548], [0.00115, 1.04672, 0.46631], [-0.15650, -0.41337, 1.41922], [-0.76567, 1.16904, -0.63090], [-1.30240, 2.31312, -1.37233], [-1.40406, 2.17592, -2.55667], [-1.75671, 3.47506, -0.58521], [-2.14961, 3.35475, 0.74877], [-2.61492, 4.46886, 1.42686], [-2.67224, 5.69727, 0.78228], [-2.28774, 5.81725, -0.54814], [-1.84254, 4.70564, -1.24085], [1.73346, 5.32751, 2.82012], [0.65942, 3.93625, 2.74726], [0.42857, 5.28093, 1.63113], [2.92394, 3.47150, 1.63689], [2.63618, 4.79809, 0.54550], [2.07751, 2.75187, -0.62600], [0.59737, 3.67228, -0.31786], [1.31928, 1.72396, 1.73816], [-1.20046, 0.31143, -0.93205], [-2.13135, 2.39378, 1.24894], [-2.94247, 4.38162, 2.45463], [-3.03214, 6.56766, 1.31683], [-2.34792, 6.77669, -1.04524], [-1.55709, 4.77296, -2.28354]]}

{"formula": "C19H30N2O3", "method": "wB97M-V/def2-TZVPD", "lumo_energy_ev": 0.6, "smiles": "CC(C)C[C@@H](NC(=O)[C@H]1CC[C@H](C)CC1)C(=O)NCc1ccco1", "multiplicity": 1, "total_energy_ha": -1077.2680, "gap_ev": 9.080, "species": ["C", "C", "C", "C", "C", "N", "C", "O", "C", "C", "C", "C", "C", "C", "C", "C", "O", "N", "C", "C", "C", "C", "C", "O", "H", "H", "H", "H", "H", "H", "H", "H", "H", "H", "H", "H", "H", "H", "H", "H", "H", "H", "H", "H", "H", "H", "H", "H", "H", "H", "H", "H", "H", "H"], "coordinates": [[0.06917, -3.65464, 1.14617], [1.16168, -3.83084, 0.09293], [1.05855, -5.22600, -0.52323], [1.10598, -2.79606, -1.04169], [1.25800, -1.31649, -0.67210], [0.02656, -0.79504, -0.09825], [-0.39858, 0.47195, -0.25077], [0.30291, 1.34262, -0.74463], [-1.82127, 0.71551, 0.22130], [-2.78350, 0.31192, -0.90406], [-4.22860, 0.57678, -0.49395], [-4.43877, 2.05068, -0.14578], [-5.88627, 2.31273, 0.25931], [-3.47686, 2.45107, 0.97317], [-2.02875, 2.18679, 0.57709], [2.49233, -1.01204, 0.20700], [3.29785, -1.84655, 0.56113], [2.57953, 0.29407, 0.51107], [3.71230, 0.85654, 1.20736], [4.42856, 1.85890, 0.35768], [3.97994, 2.69529, -0.62193], [5.11283, 3.42289, -1.06588], [6.15845, 2.97648, -0.32226], [5.75437, 2.02771, 0.54162], [0.08758, -4.49885, 1.83266], [-0.91962, -3.62612, 0.68640], [0.23208, -2.75537, 1.73615], [2.13147, -3.73854, 0.58516], [1.15065, -5.98861, 0.24613], [0.09869, -5.35607, -1.02110], [1.84803, -5.38362, -1.25362], [1.91712, -3.03381, -1.73221], [0.16399, -2.90868, -1.58812], [1.42665, -0.74704, -1.59945], [-0.58674, -1.47272, 0.32336], [-2.02037, 0.09400, 1.10167], [-2.54371, 0.89419, -1.79638], [-2.65293, -0.74555, -1.14844], [-4.89653, 0.29012, -1.30904], [-4.47948, -0.03727, 0.37489], [-4.20879, 2.65182, -1.03251], [-6.03382, 3.36515, 0.49019], [-6.56520, 2.03932, -0.54529], [-6.14670, 1.72940, 1.14031], [-3.60297, 3.51017, 1.20586], [-3.71823, 1.88161, 1.87462], [-1.75851, 2.79499, -0.28762], [-1.35982, 2.46142, 1.39543], [1.92876, 0.94109, 0.07419], [4.39097, 0.03735, 1.46287], [3.37029, 1.33044, 2.13834], [2.97675, 2.78548, -0.98589], [5.13681, 4.17159, -1.83070], [7.19718, 3.23982, -0.30923]]}

{"formula": "C19H30N3O6STi", "method": "wB97M-V/def2-TZVPD", "lumo_energy_ev": -2.7, "charge": 1, "multiplicity": 1, "total_energy_ha": -2605.1359, "gap_ev": 8.223, "species": ["Ti", "C", "C", "O", "C", "C", "O", "C", "C", "O", "C", "C", "O", "H", "H", "H", "H", "H", "H", "H", "H", "H", "H", "H", "H", "H", "H", "H", "H", "N", "C", "S", "N", "N", "C", "C", "C", "C", "C", "C", "C", "O", "H", "H", "H", "H", "H", "H", "H", "C", "C", "C", "O", "H", "H", "H", "H", "H", "H", "H"], "coordinates": [[-0.24513, -0.29689, 0.32785], [1.57522, -2.78681, -1.37106], [1.69553, -1.99917, -2.69848], [0.58431, -1.19380, -3.00566], [-0.60543, -1.84558, -3.38657], [-1.67685, -0.77495, -3.46843], [-1.78275, -0.16548, -2.18956], [-2.81059, 0.79099, -2.06249], [-2.51536, 1.61091, -0.81448], [-2.24365, 0.68650, 0.27349], [-1.53216, -1.98340, 0.25588], [-0.39418, -2.95691, 0.06675], [0.72335, -2.15586, -0.42027], [1.18805, -3.78818, -1.56175], [2.57207, -2.89535, -0.94079], [2.53173, -1.30436, -2.62775], [1.90233, -2.70976, -3.50705], [-0.48902, -2.33254, -4.36239], [-0.89847, -2.60377, -2.65179], [-1.38966, -0.02643, -4.21489], [-2.63204, -1.22665, -3.75781], [-2.84558, 1.45799, -2.93022], [-3.78183, 0.29077, -1.96179], [-1.62389, 2.22281, -0.95682], [-3.36513, 2.24157, -0.56068], [-2.08140, -2.18127, 1.17621], [-2.23465, -2.02753, -0.57278], [-0.08335, -3.42776, 1.00256], [-0.60258, -3.74318, -0.66188], [-2.51448, 2.17196, 3.86835], [-1.93575, 1.85202, 2.68597], [-3.07484, 0.87307, 1.68939], [-0.73932, 2.20188, 2.43923], [-0.07016, 1.81677, 1.29540], [0.98159, 2.53256, 1.09273], [1.82340, 2.44440, -0.07206], [2.86853, 3.36058, -0.24612], [3.60278, 3.37956, -1.41008], [3.28511, 2.49034, -2.43621], [2.26031, 1.57777, -2.28873], [1.53478, 1.51593, -1.09555], [0.56141, 0.63186, -0.93823], [-3.50310, 2.04410, 3.99810], [-2.02101, 2.78086, 4.49899], [1.21413, 3.30517, 1.82449], [3.08559, 4.06741, 0.54605], [4.40802, 4.08985, -1.53611], [3.84850, 2.51768, -3.35984], [1.98165, 0.89591, -3.08148], [-0.52018, -1.78616, 3.88564], [0.67775, -1.25101, 3.10937], [1.39780, -0.15193, 3.88396], [0.24766, -0.77179, 1.85275], [-0.19745, -2.14188, 4.86275], [-0.99458, -2.61383, 3.35702], [-1.25489, -0.98908, 4.01724], [1.37875, -2.07251, 2.92562], [0.69167, 0.62439, 4.17760], [2.17327, 0.29710, 3.26133], [1.86417, -0.56886, 4.77515]]}